116
Properties=species:S:1:pos:R:3:forces:R:3:mulliken_spin:R:1 method="wB97M-V/def2-TZVPD" spin_multiplicity=2 charge=+1 homo_ev="-8.82 / -8.83" gap_ev="6.52 / 6.51" e_lumo_ev="-2.3 / -2.3"
C -2.04988 -4.30544 1.51526 0.060 0.850 -0.381 0.000
C 4.67723 0.99173 1.11689 0.025 0.866 -0.931 0.000
C -4.32857 2.52828 0.80341 2.027 0.308 -2.682 0.002
H -0.84161 1.54777 -5.11770 0.099 -0.760 -0.439 0.000
C -2.63790 -2.50049 -3.98472 0.487 -0.456 1.574 0.000
H 0.29396 0.55490 4.45122 0.543 0.392 0.149 0.000
H -2.81959 -3.38606 3.30948 0.682 0.175 0.046 0.000
C 1.58101 -1.50582 -4.20559 0.843 1.506 0.951 0.000
H 0.42879 4.96650 -1.63242 -0.027 0.432 -0.405 0.000
Yb -0.27808 -0.48796 0.28751 2.791 2.414 0.190 1.003
H -3.16743 2.04941 -4.93427 0.302 0.284 0.312 0.000
H -3.77379 -2.85207 1.42168 1.017 0.016 -0.345 0.000
H 3.48656 0.86870 -1.78560 -0.064 0.081 0.062 0.000
C -4.19754 -1.28501 -2.59865 -0.200 -0.316 -0.330 0.000
C -1.87734 -3.85542 2.97255 -0.126 -1.219 0.492 0.000
C -3.65736 2.08980 1.91049 -0.935 0.753 1.561 -0.001
C 1.28690 0.83206 4.86283 0.092 1.297 0.177 0.000
H -1.97935 -5.37922 1.35613 0.006 -0.122 0.378 0.000
H 1.33287 0.52092 5.90636 -0.075 0.029 0.113 0.000
C 1.21879 -4.55956 4.12486 -0.054 -0.594 0.395 0.000
H -2.89715 4.94337 -0.43489 -0.196 0.265 -0.060 0.000
H 4.70197 0.37789 3.93086 -1.112 0.758 0.521 0.000
C 1.60895 -4.03491 1.79647 -1.113 -0.672 -0.190 0.000
H 0.72344 -4.33471 5.06103 0.045 -0.134 0.157 0.000
C -4.79165 -0.77540 -3.75799 0.583 0.464 -0.416 0.000
C 1.34162 5.04804 1.91342 0.846 -0.893 0.410 -0.003
C -3.53551 -3.78013 -0.52270 -0.942 -0.820 0.431 0.000
C -2.27069 1.97197 1.96264 0.072 -1.709 0.637 0.001
C 3.57297 0.14842 -2.60118 -0.436 0.570 -0.416 0.000
C -3.23944 -1.97843 -5.10360 0.754 -0.181 -1.262 0.000
H -5.27139 3.06222 0.75019 -0.356 -0.905 0.352 0.000
Si 2.27471 -1.22570 -2.38680 0.359 -0.590 -1.439 0.000
H 0.33760 2.26331 -4.04345 -0.739 -0.702 0.038 0.000
H 1.39512 -3.50589 0.84484 0.119 0.010 0.954 0.000
C 2.52263 -5.09854 1.72781 0.138 1.079 0.204 0.000
H 3.59091 -2.25219 1.91081 0.374 0.711 0.078 0.000
H 3.87232 -3.21493 -2.70635 0.026 0.406 0.288 0.000
H -5.53229 0.00438 -3.80645 -0.445 -0.052 0.863 0.000
C -2.74881 2.77464 -4.20689 0.181 -0.695 0.102 0.000
H -2.08739 1.21902 -2.77135 -1.160 -0.652 0.148 0.000
H 3.44473 0.74249 -3.55069 -0.021 -0.696 0.847 0.000
H 4.60565 -0.19217 -2.58150 0.070 -0.263 -0.052 0.000
C 2.41795 0.21367 4.10289 1.537 0.643 -1.852 0.001
H -2.22197 3.56282 -4.78861 -0.608 -0.355 0.398 0.000
H -4.00734 2.80106 -1.36502 0.226 0.217 0.919 -0.001
H 1.03874 6.05841 2.03239 -0.005 0.882 -0.304 0.000
H -1.96375 4.84706 -3.23980 0.575 -0.137 -0.374 0.000
H -1.22989 -3.89691 0.88222 -0.429 -0.049 0.434 0.000
H 3.59122 -6.62140 2.93228 -0.720 0.428 -0.691 0.000
C -3.50961 2.58812 -0.39251 -2.765 0.069 -0.031 0.002
H -0.45422 4.57522 0.88694 0.431 -0.683 0.534 0.000
H -4.23864 1.95949 2.82788 0.348 0.215 -0.049 0.000
H 0.76405 -2.20964 -4.24741 0.010 -0.562 -0.223 0.000
H -0.19028 0.58912 -3.66582 -0.191 0.390 -0.556 0.000
O -2.14039 -1.50660 -0.30847 -0.343 0.514 0.413 -0.003
H 1.49553 1.93481 4.82510 -0.903 -0.747 0.135 0.000
C -1.72700 2.09416 -3.26570 0.149 0.057 -0.845 0.000
O -0.35019 -1.75041 2.05054 -0.814 -0.910 0.505 -0.005
H 5.12039 1.35734 2.04502 -0.320 -0.112 0.103 0.000
P -1.16164 3.07934 -1.82562 1.589 -1.612 0.275 0.000
H 3.31047 -3.07357 -1.00076 0.368 0.285 -0.119 0.000
S -0.47747 -2.69362 3.24841 0.486 0.043 -0.633 0.000
H -4.50336 -3.36076 -0.79866 0.065 0.255 0.012 0.000
C 2.00939 2.33148 1.93180 -2.034 -0.760 0.393 0.005
H -1.78085 1.73943 2.92515 -0.259 0.128 -0.577 0.000
O 1.25623 -0.94464 -1.14265 -1.688 0.213 0.680 0.004
H -4.21004 -4.42622 1.43687 -0.097 -0.756 -0.239 0.000
H -4.65036 -0.61375 -5.90722 -0.289 0.053 -0.060 0.000
C -4.28630 -1.08639 -5.01148 0.284 -0.359 0.498 0.000
C -3.12113 -2.16255 -2.69665 0.394 0.064 -0.922 0.000
C -0.38860 5.65187 -1.91025 0.301 -0.578 0.908 0.000
C 2.16015 -5.58936 4.03539 -0.821 -0.271 2.254 0.000
H 2.33112 -3.72103 -2.21720 -0.772 -0.191 -0.252 0.000
C -1.65427 4.77888 -2.20479 0.008 0.992 0.180 -0.001
H -0.01387 6.36662 -2.63531 -0.372 -0.177 -0.608 0.000
H -2.74755 6.39111 -1.50231 -0.820 -0.825 0.209 0.000
H 2.51027 -1.79452 -4.77120 -1.091 -0.052 0.349 0.000
H -2.80313 -2.20697 -6.09038 -0.314 0.037 0.601 0.000
H -1.76921 -3.15612 -4.07889 -0.242 0.189 -0.001 0.000
S -2.22932 -2.72116 -1.19887 -0.660 -0.924 -2.324 0.000
H 3.35104 5.33823 2.74690 -0.661 -0.216 -0.065 0.000
C 2.89077 3.26592 2.42817 0.876 0.290 0.399 -0.002
C 2.78089 -5.86797 2.85554 1.371 -0.628 0.183 0.000
C -0.53736 1.55073 -4.08192 1.057 1.359 0.612 0.000
H -3.59153 3.15584 -3.62007 0.124 0.328 -0.324 0.000
C 2.58483 4.63264 2.39189 0.573 -0.021 0.348 0.001
H 3.71790 1.77722 4.76384 0.615 -0.172 -0.408 0.000
H -0.51877 6.24366 -1.00605 -0.349 0.087 0.211 0.000
H -1.71399 -4.73365 3.68032 0.136 1.217 -0.781 0.000
N -0.11476 1.81736 0.77917 -0.547 -1.598 0.621 0.005
C -2.88519 5.27680 -1.47387 -0.184 1.502 -0.189 0.001
H -3.55645 -4.80423 -1.02188 0.714 1.277 0.538 0.000
H -4.57468 -1.04155 -1.62900 -0.210 0.411 0.460 0.000
H 2.29350 -0.84873 4.16502 0.416 -0.922 0.027 -0.001
C 3.82833 0.70493 4.55705 -0.879 -0.922 0.759 0.000
H 2.35353 -6.18893 4.97341 -0.015 0.774 -1.293 0.000
H 3.15015 -5.21107 0.84827 -0.356 -0.103 -0.055 0.000
H -3.82941 4.98018 -1.99936 0.742 0.328 0.626 0.000
C -1.51259 1.98178 0.80977 0.546 2.532 -1.781 -0.001
H 5.52054 0.65599 0.53053 0.269 -0.163 -0.451 0.000
P 2.18734 0.52084 2.27137 -1.496 -0.623 -1.531 -0.001
C -3.41827 -3.81904 1.01315 -0.368 0.281 -0.364 0.000
C 0.69524 2.75429 1.41407 1.808 -0.475 -0.691 -0.003
H 3.20079 -0.33856 0.28406 0.026 0.280 0.080 0.000
C 3.64542 -0.09717 1.25446 0.228 -0.399 1.106 0.001
H 4.19625 1.84343 0.58848 0.631 -0.363 0.359 0.000
C 4.29693 -1.39778 1.78545 -0.632 0.499 1.727 0.000
C -2.16280 2.40639 -0.42824 0.617 -0.509 0.917 -0.003
C 0.44694 4.14509 1.37219 -0.850 -0.312 -0.127 0.000
H 1.20819 -0.54906 -4.62842 0.344 -0.576 0.103 0.000
H 3.84394 2.88482 2.89154 -1.078 0.813 -0.673 0.000
H 5.06674 -1.72326 1.12276 0.587 -0.177 -0.670 0.000
H 4.80974 -1.16424 2.77166 -0.669 -0.623 -1.072 0.000
H 3.94978 0.23721 5.53200 0.460 0.054 0.323 0.000
C 3.03633 -2.92138 -2.05395 0.475 -0.208 0.356 0.000
C 0.86950 -3.84688 3.01041 0.921 0.131 -1.506 0.000